# 1
{"formula": "C57H48FGeInNOP3S2", "method": "ωB97M-V with the def2-TZVPD basis set", "total_charge": 2, "e_lumo_ev": -5.102, "homo_ev": -13.1020, "homo_lumo_gap_ev": 8.0, "elements": ["In", "F", "Ge", "C", "C", "C", "C", "C", "C", "P", "C", "C", "C", "C", "C", "C", "C", "C", "C", "C", "C", "C", "C", "C", "C", "C", "C", "C", "P", "C", "C", "C", "C", "C", "C", "C", "C", "C", "C", "C", "C", "C", "C", "C", "C", "C", "C", "P", "C", "C", "C", "C", "C", "C", "C", "C", "C", "C", "C", "C", "H", "H", "H", "H", "H", "H", "H", "H", "H", "H", "H", "H", "H", "H", "H", "H", "H", "H", "H", "H", "H", "H", "H", "H", "H", "H", "H", "H", "H", "H", "H", "H", "H", "H", "H", "H", "H", "H", "H", "H", "H", "H", "S", "C", "N", "C", "S", "C", "O", "H", "H", "H", "H", "H", "H"], "coordinates": [[0.140043, 0.737243, -0.055818], [-0.397080, -4.348586, 1.495843], [-0.240096, -2.654301, 1.082398], [-0.591578, -1.837634, 2.808362], [-0.248784, -2.655762, 3.884844], [-0.538211, -2.276492, 5.189408], [-1.186358, -1.077568, 5.436429], [-1.542428, -0.253211, 4.378400], [-1.250101, -0.621251, 3.064540], [-1.759712, 0.506274, 1.738464], [-3.447171, 0.121055, 1.247802], [-3.938777, 0.673634, 0.064734], [-5.273068, 0.507150, -0.273807], [-6.112752, -0.217356, 0.563882], [-5.620939, -0.780055, 1.733825], [-4.286765, -0.614051, 2.079612], [-1.816938, 2.159478, 2.469135], [-0.636707, 2.659000, 3.019442], [-0.609880, 3.912521, 3.601087], [-1.769238, 4.681435, 3.630261], [-2.943671, 4.191999, 3.081655], [-2.974425, 2.927887, 2.499594], [-1.777027, -2.457035, -0.098285], [-2.861075, -3.181435, 0.397768], [-4.072539, -3.212154, -0.284571], [-4.212104, -2.528987, -1.478629], [-3.141577, -1.807999, -1.993166], [-1.931225, -1.760848, -1.309091], [-0.557684, -0.816380, -2.011339], [0.561328, -2.020847, -2.747598], [1.773050, -1.581608, -3.285865], [2.602179, -2.477268, -3.939231], [2.222152, -3.810697, -4.062985], [1.018353, -4.248006, -3.530519], [0.185853, -3.356501, -2.865368], [-1.252714, 0.131690, -3.380301], [-1.371313, -0.461483, -4.639311], [-2.082171, 0.182205, -5.642288], [-2.667107, 1.417998, -5.397143], [-2.535357, 2.019334, -4.151806], [-1.828836, 1.379985, -3.143396], [1.588386, -2.672953, 0.397356], [1.937069, -3.917922, -0.130067], [3.217604, -4.157417, -0.613386], [4.179981, -3.164136, -0.562483], [3.861150, -1.925404, -0.026528], [2.575003, -1.671507, 0.444795], [2.264261, -0.046469, 1.165372], [2.505307, -0.174908, 2.943131], [2.475171, 0.980688, 3.731126], [2.692702, 0.894555, 5.096060], [2.948821, -0.342249, 5.679315], [2.993638, -1.486924, 4.898448], [2.768970, -1.409017, 3.529655], [3.510785, 1.088136, 0.554528], [4.619740, 1.474390, 1.310935], [5.550752, 2.353036, 0.788318], [5.376615, 2.845904, -0.499405], [4.289947, 2.465094, -1.270674], [3.361823, 1.585719, -0.738444], [0.233895, -3.608844, 3.703680], [-0.261425, -2.924676, 6.012305], [-1.417863, -0.779941, 6.451620], [-2.042751, 0.686282, 4.579482], [-3.286991, 1.252787, -0.581403], [-5.659097, 0.943499, -1.186435], [-7.156095, -0.343724, 0.302905], [-6.277581, -1.346145, 2.382125], [-3.905854, -1.051437, 2.994812], [0.254536, 2.045645, 3.018409], [0.309179, 4.298026, 4.025617], [-1.752481, 5.666244, 4.079852], [-3.845011, 4.791483, 3.106823], [-3.898685, 2.550805, 2.081560], [-2.763671, -3.733956, 1.325687], [-4.903925, -3.775298, 0.122114], [-5.153339, -2.550564, -2.014261], [-3.262468, -1.270152, -2.924304], [2.066649, -0.543645, -3.198080], [3.542376, -2.137945, -4.357156], [2.866592, -4.507887, -4.583376], [0.720291, -5.284290, -3.634466], [-0.755298, -3.703644, -2.458316], [-0.931664, -1.432827, -4.831042], [-2.182877, -0.285119, -6.613832], [-3.222666, 1.916973, -6.181632], [-2.985024, 2.986752, -3.964653], [-1.730747, 1.864128, -2.179304], [1.204113, -4.713779, -0.157290], [3.460098, -5.129177, -1.025601], [5.179987, -3.349424, -0.934483], [4.617679, -1.151381, 0.018070], [2.325066, 1.952090, 3.274701], [2.680119, 1.791249, 5.703388], [3.130929, -0.407967, 6.744838], [3.210981, -2.446159, 5.352187], [2.815651, -2.305321, 2.924208], [4.758284, 1.073401, 2.306048], [6.409025, 2.647386, 1.377328], [6.104391, 3.529195, -0.919160], [4.176453, 2.841022, -2.278741], [2.132050, 1.719187, -2.248729], [0.489161, 5.297170, 0.366221], [0.145920, 3.820240, -0.090213], [-0.131943, 2.723387, -0.466674], [1.424591, 2.565303, -5.371259], [1.907415, 3.283517, -3.792693], [0.519162, 4.383685, -3.449903], [2.277648, 1.137513, -1.454061], [1.130183, 3.362915, -6.053933], [0.614597, 1.849593, -5.262649], [2.304106, 2.067899, -5.780250], [0.268627, 4.926322, -4.361197], [0.849884, 5.095704, -2.696277], [-0.347460, 3.843911, -3.077633]], "forces_ev_per_angstrom": [[0.0, -0.2, 0.1], [0.0, -0.1, 0.0], [0.0, 0.1, 0.0], [-0.1, 0.1, 0.1], [-0.1, 0.1, 0.0], [0.0, 0.0, 0.0], [0.0, 0.0, 0.0], [0.1, 0.0, 0.0], [0.0, -0.1, 0.1], [0.1, 0.1, 0.0], [0.0, 0.0, -0.1], [-0.1, 0.0, 0.1], [0.0, 0.0, 0.1], [0.0, 0.0, 0.0], [0.0, 0.0, 0.0], [-0.1, 0.0, 0.0], [0.0, 0.0, 0.1], [0.0, 0.0, 0.0], [0.0, 0.0, 0.0], [0.0, 0.0, 0.0], [0.0, 0.0, 0.0], [0.0, 0.1, 0.0], [-0.1, 0.0, -0.1], [0.0, 0.1, -0.2], [0.0, -0.1, 0.0], [0.0, 0.0, 0.0], [0.0, 0.0, 0.1], [-0.1, -0.2, 0.0], [-0.1, 0.0, 0.1], [0.2, 0.0, 0.0], [0.0, 0.0, 0.0], [0.0, -0.1, 0.0], [0.0, 0.0, 0.0], [0.0, 0.0, 0.0], [0.0, 0.0, -0.1], [0.0, 0.0, 0.0], [0.0, 0.0, 0.0], [0.1, 0.0, 0.0], [0.0, 0.0, 0.0], [0.0, 0.0, 0.0], [0.0, 0.0, 0.0], [0.2, 0.1, -0.1], [0.1, 0.1, 0.0], [0.0, 0.0, 0.0], [0.0, 0.0, 0.0], [0.0, 0.0, 0.0], [0.1, -0.2, 0.0], [0.0, 0.0, -0.1], [-0.1, 0.1, 0.1], [0.0, 0.0, 0.0], [0.0, 0.0, 0.0], [0.0, 0.0, 0.0], [0.0, 0.0, 0.0], [0.0, 0.0, 0.1], [0.1, 0.0, 0.1], [0.1, 0.0, 0.0], [0.0, 0.0, 0.0], [0.0, 0.0, 0.0], [0.1, 0.0, 0.0], [-0.1, 0.0, 0.0], [0.0, 0.0, 0.0], [0.0, 0.0, 0.0], [0.0, 0.0, 0.0], [0.0, 0.0, 0.0], [0.0, 0.0, 0.0], [0.0, 0.0, 0.0], [0.0, 0.0, 0.0], [0.0, 0.0, 0.0], [0.0, 0.0, 0.0], [0.1, 0.0, 0.0], [0.0, 0.0, 0.0], [0.0, 0.0, 0.0], [0.0, 0.0, 0.0], [0.0, 0.0, 0.0], [0.0, 0.0, 0.0], [0.0, 0.0, 0.0], [0.0, 0.0, 0.0], [0.0, 0.0, 0.0], [0.0, 0.0, 0.0], [-0.1, 0.0, 0.0], [0.0, 0.0, 0.0], [0.0, 0.0, 0.0], [0.0, 0.0, 0.0], [0.0, 0.0, 0.0], [0.0, 0.0, 0.0], [0.0, 0.0, 0.0], [0.0, 0.0, 0.0], [0.0, 0.0, 0.0], [0.0, 0.0, 0.0], [0.0, 0.0, 0.0], [0.0, 0.0, 0.0], [0.0, 0.0, 0.0], [0.0, 0.0, 0.0], [0.0, 0.0, 0.0], [0.0, 0.0, 0.0], [0.0, 0.0, 0.0], [0.0, 0.0, 0.0], [0.0, 0.0, 0.0], [0.0, 0.0, 0.0], [0.0, 0.0, 0.0], [0.0, 0.0, 0.0], [-0.1, 0.1, 0.1], [0.0, -0.2, -0.1], [0.0, 0.1, 0.1], [0.0, 0.2, -0.1], [0.0, 0.0, -0.1], [0.0, 0.0, 0.0], [0.0, 0.0, 0.0], [0.0, 0.1, -0.1], [0.0, -0.1, 0.0], [-0.1, -0.1, 0.0], [-0.1, 0.0, 0.0], [0.0, 0.0, 0.0], [0.0, 0.0, 0.0], [0.0, 0.0, 0.0]]}


# 2
{"formula": "C57H48N10O4P4Se2Y", "method": "ωB97M-V with the def2-TZVPD basis set", "total_charge": 1, "e_lumo_ev": -2.527, "homo_ev": -9.7901, "homo_lumo_gap_ev": 7.3, "elements": ["Y", "O", "C", "O", "C", "C", "N", "N", "C", "C", "O", "O", "H", "H", "H", "Se", "P", "C", "C", "C", "C", "C", "C", "C", "C", "C", "C", "C", "C", "C", "C", "N", "N", "N", "P", "Se", "C", "C", "C", "C", "C", "C", "C", "C", "C", "C", "C", "C", "H", "H", "H", "H", "H", "H", "H", "H", "H", "H", "H", "H", "H", "H", "H", "H", "H", "H", "H", "H", "C", "P", "C", "C", "C", "C", "C", "C", "C", "C", "C", "C", "C", "C", "P", "C", "C", "C", "C", "C", "C", "C", "C", "C", "C", "C", "C", "H", "H", "H", "H", "H", "H", "H", "H", "H", "H", "H", "H", "H", "H", "H", "H", "H", "H", "H", "H", "H", "H", "N", "N", "N", "C", "N", "N", "H", "H", "H"], "coordinates": [[0.302968, 0.037813, -0.048023], [1.776542, -3.663387, 4.572385], [2.801754, -3.544828, 3.748775], [3.788999, -4.228744, 3.831136], [2.735098, -2.495221, 2.682300], [3.845875, -2.178581, 1.920622], [3.457369, -1.289665, 0.999309], [2.150858, -0.994073, 1.107362], [1.703525, -1.717409, 2.136495], [0.253830, -1.613014, 2.526150], [-0.120756, -2.084732, 3.584888], [-0.477768, -0.998516, 1.664062], [1.032985, -3.055215, 4.317893], [4.858199, -2.536757, 1.986129], [4.011843, -0.823566, 0.299240], [-2.460998, 5.904437, 2.403888], [-1.153527, 4.802823, 3.620311], [0.174375, 5.817570, 4.316698], [-0.258779, 6.991717, 4.934066], [0.651629, 7.856981, 5.511182], [2.010322, 7.570642, 5.464560], [2.445770, 6.411299, 4.842854], [1.533344, 5.532001, 4.274242], [-1.924442, 3.958916, 5.019789], [-1.243320, 3.760747, 6.215034], [-1.843500, 3.048272, 7.244099], [-3.119261, 2.533095, 7.079042], [-3.804044, 2.734770, 5.887177], [-3.212104, 3.449898, 4.861930], [-0.403916, 3.422807, 2.715929], [-0.680773, 2.812858, 1.501027], [0.272900, 1.873137, 1.329544], [1.061615, 1.867179, 2.398893], [0.665458, 2.780591, 3.239698], [-1.855631, 3.062243, 0.170558], [-1.769781, 1.407156, -1.290335], [-1.434418, 4.564256, -0.695285], [-0.233161, 5.211003, -0.413622], [0.132405, 6.330068, -1.142149], [-0.696763, 6.810553, -2.143886], [-1.888805, 6.158825, -2.435030], [-2.253259, 5.027880, -1.722247], [-3.523244, 2.993320, 0.831251], [-3.808855, 1.876155, 1.614605], [-5.081017, 1.703219, 2.134028], [-6.073638, 2.632851, 1.860652], [-5.788655, 3.744931, 1.080180], [-4.514499, 3.931702, 0.570167], [-1.313071, 7.242236, 4.953180], [0.301240, 8.760893, 5.990506], [2.724135, 8.250033, 5.909931], [3.500634, 6.175883, 4.802264], [1.892396, 4.619294, 3.823368], [-0.243489, 4.153050, 6.349254], [-1.310319, 2.899856, 8.172878], [-3.584569, 1.978709, 7.883071], [-4.805002, 2.343142, 5.763888], [-3.754878, 3.636261, 3.942316], [0.395260, 4.866812, 0.397554], [1.055876, 6.842828, -0.911036], [-0.418736, 7.694952, -2.700453], [-2.533910, 6.523865, -3.221527], [-3.164278, 4.506601, -1.994179], [-3.043785, 1.138049, 1.836058], [-5.291854, 0.841275, 2.752209], [-7.068867, 2.497127, 2.261539], [-6.551966, 4.484244, 0.881982], [-4.296324, 4.836803, 0.018345], [1.610918, -3.593046, -2.054275], [0.151560, -2.776150, -1.319890], [-0.255973, -3.852515, 0.080629], [0.737317, -4.587478, 0.724696], [0.449392, -5.304754, 1.876921], [-0.836478, -5.290441, 2.395456], [-1.829744, -4.558856, 1.758583], [-1.541623, -3.839667, 0.611513], [-1.216898, -2.982974, -2.481770], [-1.874786, -4.201017, -2.657588], [-2.911849, -4.304906, -3.566017], [-3.301552, -3.195247, -4.307815], [-2.649639, -1.983708, -4.148045], [-1.607954, -1.882239, -3.235572], [2.023829, -3.111151, -3.786859], [0.963392, -4.213125, -4.765956], [0.954826, -5.595233, -4.574658], [0.141027, -6.405052, -5.345556], [-0.664479, -5.840749, -6.329457], [-0.651820, -4.472738, -6.536437], [0.160697, -3.661121, -5.755811], [3.657004, -3.897228, -3.997914], [4.331295, -4.637291, -3.029370], [5.586948, -5.169792, -3.289853], [6.182352, -4.976240, -4.525382], [5.518239, -4.247653, -5.502178], [4.272475, -3.708935, -5.237472], [1.496506, -4.680904, -1.985366], [2.457737, -3.316703, -1.417431], [1.752539, -4.605730, 0.344582], [1.235812, -5.860807, 2.368934], [-1.061632, -5.838763, 3.299009], [-2.831375, -4.538812, 2.164099], [-2.330764, -3.261017, 0.142817], [-1.583219, -5.063562, -2.069203], [-3.416434, -5.252381, -3.693886], [-4.118393, -3.282568, -5.011927], [-2.955334, -1.116777, -4.717051], [-1.098696, -0.927988, -3.122297], [1.597042, -6.047072, -3.826418], [0.144510, -7.475261, -5.191457], [-1.293487, -6.476479, -6.938171], [-1.273310, -4.030341, -7.303514], [0.162546, -2.590077, -5.917750], [3.886696, -4.827192, -2.060960], [6.093935, -5.742792, -2.525617], [7.158429, -5.392109, -4.731232], [5.973866, -4.096323, -6.471159], [3.761592, -3.145764, -6.013038], [3.800657, -0.099315, -4.286008], [2.963141, 0.609038, -3.426708], [2.669897, 1.874473, -3.606382], [1.943168, 2.135656, -2.529372], [1.823962, 1.060132, -1.747379], [2.495390, 0.081141, -2.344266], [3.789620, 0.426596, -5.159102], [3.334941, -1.007172, -4.429983], [1.490881, 3.088305, -2.312361]], "forces_ev_per_angstrom": [[0.1, -0.3, -0.2], [-0.1, 0.0, -0.1], [0.0, 0.1, 0.2], [0.0, -0.1, 0.0], [0.3, 0.0, -0.1], [-0.1, 0.0, 0.0], [-0.2, 0.1, -0.1], [0.1, -0.2, 0.0], [0.1, -0.1, 0.1], [0.0, 0.0, 0.1], [0.0, -0.1, 0.0], [0.0, 0.0, 0.0], [0.0, 0.0, 0.0], [0.0, 0.0, 0.0], [0.0, 0.0, 0.0], [0.0, 0.1, 0.0], [0.0, -0.3, 0.0], [0.0, 0.1, 0.0], [-0.1, 0.1, 0.0], [0.1, 0.0, 0.0], [0.0, -0.1, 0.0], [0.0, 0.0, 0.0], [0.1, -0.1, 0.0], [-0.2, 0.0, 0.1], [0.1, 0.0, 0.0], [0.0, 0.0, -0.1], [0.0, 0.0, 0.0], [0.0, 0.0, 0.1], [0.0, 0.1, -0.1], [0.1, 0.1, 0.2], [-0.1, 0.4, -0.4], [0.0, 0.1, 0.1], [0.1, -0.1, 0.0], [0.1, 0.0, 0.0], [-0.2, -0.2, 0.2], [-0.2, 0.3, 0.0], [0.0, 0.1, -0.2], [-0.1, 0.0, 0.1], [0.0, 0.0, 0.0], [-0.1, 0.0, -0.1], [0.1, 0.0, 0.1], [0.0, 0.0, -0.2], [-0.1, -0.1, 0.1], [0.0, -0.1, 0.0], [0.0, 0.0, 0.0], [0.0, 0.0, 0.0], [0.0, 0.0, 0.0], [0.0, 0.1, 0.0], [0.0, -0.1, 0.0], [0.0, 0.0, 0.0], [0.0, 0.0, 0.0], [0.0, 0.0, 0.0], [0.0, 0.0, 0.0], [0.0, 0.0, 0.0], [0.0, 0.0, 0.0], [0.0, 0.0, 0.0], [0.0, 0.0, 0.0], [0.0, 0.0, 0.0], [0.0, 0.0, 0.0], [0.0, 0.0, 0.0], [0.0, 0.0, 0.0], [0.0, 0.0, 0.0], [0.0, 0.0, 0.1], [0.0, 0.0, 0.0], [0.0, 0.0, 0.0], [0.0, 0.0, 0.0], [0.0, 0.0, 0.0], [0.0, -0.1, 0.0], [0.2, -0.3, 0.0], [-0.1, 0.5, 0.1], [0.2, 0.0, 0.0], [0.1, 0.0, 0.0], [-0.1, 0.0, 0.0], [0.0, 0.0, 0.0], [0.0, 0.0, 0.0], [-0.2, 0.0, 0.1], [0.0, -0.1, -0.1], [0.1, 0.0, 0.1], [0.0, 0.0, 0.0], [0.0, 0.0, 0.0], [0.0, 0.0, 0.1], [0.0, 0.1, -0.1], [0.0, 0.3, 0.1], [-0.1, -0.2, 0.0], [0.0, 0.0, 0.0], [0.0, 0.0, 0.0], [0.0, -0.1, 0.0], [0.0, 0.0, 0.0], [0.0, 0.0, 0.0], [0.2, -0.1, 0.1], [-0.1, 0.0, 0.0], [0.0, 0.0, -0.1], [0.0, 0.0, 0.0], [0.0, 0.0, 0.0], [-0.1, 0.0, 0.0], [0.0, 0.1, 0.0], [0.0, 0.1, -0.1], [0.0, 0.0, 0.0], [0.0, 0.0, 0.0], [0.0, 0.0, 0.0], [0.0, 0.0, 0.0], [0.1, 0.0, 0.0], [0.0, 0.0, 0.0], [0.0, 0.0, 0.0], [0.0, 0.0, 0.0], [0.0, 0.0, 0.0], [0.0, -0.1, 0.0], [0.0, 0.0, 0.0], [0.0, 0.0, 0.0], [0.0, 0.0, 0.0], [0.0, 0.0, 0.0], [0.0, 0.0, 0.0], [0.0, 0.0, 0.0], [0.0, 0.0, 0.0], [0.0, 0.0, 0.0], [0.0, 0.0, 0.0], [0.0, 0.0, 0.0], [-0.6, 0.1, 0.0], [0.3, -0.2, -0.1], [-0.1, 0.1, 0.0], [-0.1, 0.1, 0.0], [0.1, -0.3, 0.0], [0.2, 0.0, 0.1], [0.1, -0.1, 0.1], [0.2, 0.1, 0.0], [0.0, 0.0, 0.0]]}